Version A
The following is a DFT calculation (wB97M-V/def2-TZVPD) of a gas-phase ion, C4H6N3 (charge +1).

## Properties
Structure (SMILES) = C=C[C@H]1C=[NH+]N=N1
Lowest unoccupied orbital energy = -6.1 eV
HOMO = -15.137 eV
Total charge = +1
Gap between HOMO and LUMO = 9.002 eV

```
13
C4H6N3 (wB97M-V/def2-TZVPD)
C 0.682 -0.195 0.133
C 0.574 -0.409 1.557
C -0.503 0.992 -2.012
C 0.179 1.293 -0.901
N -0.352 -1.029 -0.378
N -0.480 -1.227 1.685
N -1.010 -1.611 0.517
H 1.634 -0.164 -0.353
H -0.531 -0.061 -2.359
H -1.000 1.823 -2.595
H -0.827 -1.511 2.552
H 0.416 2.122 -0.178
H 1.217 -0.023 2.332
```

***

Version B
The following is a DFT calculation (wB97M-V/def2-TZVPD) of 2 unconnected molecules or ions with the total composition C4H6N3.

## Properties
Lowest unoccupied orbital energy = -3.2 eV
HOMO = -15.019 eV
Total charge = +1
Gap between HOMO and LUMO = 11.781 eV

```
13
C4H6N3 (wB97M-V/def2-TZVPD)
C 0.747 -4.437 -0.750
C -0.126 0.029 0.264
C -0.181 2.419 -0.511
C -0.272 2.412 0.954
N 0.171 -3.521 -0.361
N 0.174 1.227 0.311
N -0.342 -1.128 0.258
H 1.287 -5.311 -0.937
H -1.123 2.409 -1.171
H 0.630 2.842 -1.183
H 0.394 2.886 1.633
H -1.316 2.317 1.514
H -0.043 -2.143 -0.023
```

***

Version C
The following is a DFT calculation (wB97M-V/def2-TZVPD) of a gas-phase ion, C4H6N3 (charge +1).

## Properties
Structure (SMILES) = N#CC1=[NH+]CCN1
Lowest unoccupied orbital energy = -5.5 eV
HOMO = -15.530 eV
Total charge = +1
Gap between HOMO and LUMO = 10.045 eV

```
13
C4H6N3 (wB97M-V/def2-TZVPD)
C -1.922 -0.358 2.498
C -1.008 -0.153 1.429
C 0.624 0.658 -0.003
C -0.243 -0.468 -0.704
N -2.597 -0.435 3.403
N 0.063 0.644 1.348
N -1.084 -0.968 0.396
H 1.627 0.292 0.030
H 0.444 1.532 -0.459
H -0.738 0.019 -1.481
H 0.221 -1.411 -1.087
H 0.096 1.464 1.916
H -1.507 -1.848 0.250
```

***

Version D
The following is a DFT calculation (wB97M-V/def2-TZVPD) of a gas-phase ion, C4H6N3 (charge +1).

## Properties
Structure (SMILES) = C=N/C=C/[N+]#CN
Lowest unoccupied orbital energy = -4.5 eV
HOMO = -12.424 eV
Total charge = +1
Gap between HOMO and LUMO = 7.951 eV

```
13
C4H6N3 (wB97M-V/def2-TZVPD)
C -1.019 -1.826 1.175
C 1.145 2.932 -1.288
C 0.195 0.624 -1.174
C 0.054 0.095 0.147
N 0.617 1.810 -1.381
N -0.444 -1.087 0.477
N -1.338 -3.138 1.674
H 2.255 2.974 -1.075
H 0.566 3.774 -1.535
H -0.031 0.156 -2.062
H 0.548 0.653 0.904
H -0.645 -3.795 1.668
H -1.904 -3.174 2.468
```

***

Order from most stable to least stable according to the calculation: version C, version B, version D, version A

***

Version A
The following is a DFT calculation (wB97M-V/def2-TZVPD) of a gas-phase ion, C4H6N3 (charge +1).

## Properties
Structure (SMILES) = [H]/N=C1/[C@H](C)N1C#[NH+]
Lowest unoccupied orbital energy = -4.4 eV
HOMO = -15.031 eV
Total charge = +1
Gap between HOMO and LUMO = 10.616 eV

```
13
C4H6N3 (wB97M-V/def2-TZVPD)
C 0.128 -2.165 -1.061
C -0.904 0.050 0.508
C 0.557 -0.238 0.456
C 1.537 0.466 -0.453
N -0.191 -1.274 -0.261
N -1.872 0.490 1.094
N 0.679 -3.029 -1.668
H 0.920 -0.394 1.394
H 1.378 0.204 -1.464
H 2.476 0.060 -0.298
H 1.376 1.532 -0.348
H -2.845 0.314 1.277
H 1.006 -3.935 -1.860
```

***

Version B
The following is a DFT calculation (wB97M-V/def2-TZVPD) of a gas-phase ion, C4H6N3 (charge +1).

## Properties
Lowest unoccupied orbital energy (alpha / beta) = -6.2 / -6.7 eV
HOMO (alpha / beta) = -14.904 / -15.053 eV
Total charge = +1
Gap between HOMO and LUMO (alpha / beta) = 8.680 / 8.324 eV

```
13
C4H6N3 (wB97M-V/def2-TZVPD)
C 2.537 -0.034 -0.170
C 1.236 -0.432 -0.272
C -1.029 -0.772 0.173
C -1.151 0.813 0.014
N 3.587 0.412 0.064
N 0.291 -1.190 -0.191
N 0.018 1.424 0.464
H -1.002 -1.039 1.172
H -1.817 -1.133 -0.478
H -1.487 0.973 -1.046
H -1.880 0.995 0.770
H 0.324 -2.152 -0.295
H 0.374 2.134 -0.205
```

***

Order from most stable to least stable according to the calculation: version A, version B

***

Version A
The following is a DFT calculation (wB97M-V/def2-TZVPD) of 2 unconnected molecules or ions with the total composition C4H11NO.

## Properties
Structure (SMILES) = C=C(C)NC.O
Lowest unoccupied orbital energy = 0.9 eV
HOMO = -8.278 eV
Gap between HOMO and LUMO = 9.153 eV

```
17
C4H11NO (wB97M-V/def2-TZVPD)
C 0.957 -0.055 1.986
C -0.052 -0.103 0.880
C -1.074 -0.958 0.920
C -0.769 1.300 -1.029
N 0.287 0.688 -0.232
H 1.204 0.966 2.272
H 1.881 -0.583 1.751
H 0.545 -0.526 2.878
H -1.238 -1.504 1.840
H -1.819 -1.105 0.153
H -1.072 2.291 -0.684
H -1.623 0.636 -1.026
H -0.448 1.375 -2.067
H 1.005 1.354 0.005
H 0.946 -0.978 -1.826
H 0.564 -1.163 -3.323
O 0.705 -1.635 -2.498
```

***

Version B
The following is a DFT calculation (wB97M-V/def2-TZVPD) of 2 unconnected molecules or ions with the total composition C4H11NO.

## Properties
Structure (SMILES) = C/C=C/CN.O
Lowest unoccupied orbital energy = 1.0 eV
HOMO = -9.116 eV
Gap between HOMO and LUMO = 10.161 eV

```
17
C4H11NO (wB97M-V/def2-TZVPD)
N -0.042 0.144 -1.872
C 0.151 1.362 -1.086
C 0.116 0.223 2.528
C -0.058 0.222 1.072
C 0.711 0.948 0.249
H 0.383 -0.605 -1.349
H -0.026 0.230 -2.885
H -0.809 1.912 -1.094
H 0.899 2.053 -1.484
H -0.640 0.940 2.993
H -0.310 -0.717 3.018
H 1.121 0.376 2.877
H -0.993 -0.157 0.597
H 1.677 1.329 0.569
H -0.342 -3.426 -1.391
H -0.784 -2.009 -1.592
O -1.054 -2.824 -1.150
```

***

Order from most stable to least stable according to the calculation: version A, version B